C31H39N4O6PS5Y as an isolated structure in a non-equilibrium geometry, computed with the ωB97M-V functional and the def2-TZVPD basis.

Energy above the lowest of the compared OMol25 structures with the same formula, charge and spin ... 1.5 kcal per mole
Net charge ... +1
Highest occupied orbital energy ... -10.11 eV
Gap between HOMO and LUMO ... 7.32 eV
Maximum force ... 0.030 hartree/bohr

Last column: Löwdin charge in e.
Atoms and positions in Å:
1 Y 0.0292 -0.3477 0.7550  1.410
2 C -2.7529 1.1464 -1.5792  -0.481
3 C -1.8647 0.9110 -2.7946  -0.474
4 S -0.4286 -0.1413 -2.4237  0.877
5 C 0.8317 0.6297 -3.4841  -0.509
6 C 1.2015 2.0801 -3.1965  -0.518
7 S 1.7611 2.3142 -1.4967  0.878
8 C 1.4135 4.0830 -1.3393  -0.505
9 C 1.4685 4.5464 0.1129  -0.521
10 S 0.3561 3.7218 1.2820  0.835
11 C -1.2812 4.3200 0.7768  -0.503
12 C -1.9747 3.5855 -0.3685  -0.486
13 S -1.8813 1.8036 -0.1436  0.834
14 H -3.2100 0.2226 -1.2310  0.061
15 H -3.5605 1.8366 -1.8260  0.097
16 H -1.5035 1.8546 -3.1978  0.067
17 H -2.4449 0.4108 -3.5677  0.087
18 H 0.4930 0.5419 -4.5159  0.086
19 H 1.7015 -0.0207 -3.3706  0.074
20 H 0.3478 2.7374 -3.3583  0.061
21 H 1.9890 2.3924 -3.8819  0.087
22 H 0.4307 4.2726 -1.7667  0.057
23 H 2.1479 4.6399 -1.9239  0.089
24 H 1.2786 5.6193 0.1630  0.083
25 H 2.4637 4.3732 0.5272  0.066
26 H -1.1906 5.3814 0.5357  0.089
27 H -1.8898 4.2363 1.6776  0.075
28 H -1.5581 3.8594 -1.3351  0.066
29 H -3.0361 3.8315 -0.3647  0.092
30 O 0.4532 -5.6666 0.6945  0.070
31 C -0.8652 -5.5121 0.4267  -0.256
32 C -1.7495 -6.5654 0.6705  -0.024
33 C -3.1055 -6.4337 0.4347  -0.076
34 C -3.6173 -5.2349 -0.0457  -0.078
35 C -2.7467 -4.1897 -0.2796  -0.017
36 C -1.3687 -4.2963 -0.0627  -0.073
37 C -0.5904 -3.0522 -0.2775  -0.446
38 O -1.2222 -1.9412 -0.3428  -0.222
39 N 0.7345 -3.1625 -0.3724  0.099
40 N 1.3585 -1.9877 -0.1376  -0.116
41 C 2.6074 -1.8753 -0.3868  -0.050
42 C 3.2812 -0.6602 0.0805  -0.261
43 C 4.6473 -0.4827 -0.0667  -0.004
44 C 5.2380 0.6452 0.4724  -0.036
45 C 4.4482 1.5623 1.1491  -0.042
46 C 3.0912 1.3163 1.2374  -0.187
47 N 2.5098 0.2415 0.7081  0.001
48 H 0.5950 -6.5619 1.0156  0.108
49 H -1.3521 -7.5029 1.0494  0.116
50 H -3.7640 -7.2718 0.6293  0.109
51 H -4.6778 -5.1215 -0.2320  0.106
52 H -3.1190 -3.2375 -0.6364  0.120
53 H 3.1544 -2.6821 -0.8663  0.136
54 H 5.2313 -1.2304 -0.5892  0.122
55 H 6.3042 0.8048 0.3753  0.118
56 H 4.8721 2.4493 1.5983  0.113
57 H 2.4274 2.0065 1.7422  0.061
58 C -0.1521 -0.6137 5.0760  -0.142
59 P 0.3313 0.8617 4.1896  0.602
60 C 1.8384 1.4410 4.9593  -0.159
61 C -0.9168 2.1007 4.4570  -0.148
62 O 0.5904 0.6271 2.7093  -0.488
63 H 0.0239 -0.4786 6.1450  0.070
64 H 0.4316 -1.4535 4.7013  0.066
65 H -1.2115 -0.8157 4.9126  0.059
66 H 1.6922 1.6421 6.0232  0.066
67 H 2.1571 2.3580 4.4571  0.058
68 H 2.6078 0.6766 4.8318  0.067
69 H -1.1140 2.2299 5.5244  0.075
70 H -1.8324 1.7921 3.9495  0.032
71 H -0.5576 3.0426 4.0339  0.038
72 O -0.4231 -2.1694 2.3245  -0.027
73 C -1.5981 -1.7599 2.3974  -0.552
74 N -1.9254 -0.5399 1.9300  -0.183
75 S -3.5380 -0.2371 2.1508  0.640
76 O -4.2639 -0.2107 0.9135  -0.288
77 O -3.6947 0.8662 3.0587  -0.298
78 C -3.8815 -1.7799 2.9464  -0.205
79 C -5.0870 -2.2815 3.3909  -0.015
80 C -5.0825 -3.5788 3.8937  -0.045
81 C -3.9128 -4.3374 3.9339  -0.045
82 C -2.7105 -3.8140 3.4768  0.013
83 C -2.7219 -2.5211 2.9867  -0.143
84 H -5.9967 -1.6963 3.3441  0.128
85 H -6.0088 -4.0099 4.2518  0.113
86 H -3.9462 -5.3502 4.3174  0.113
87 H -1.7934 -4.3926 3.4727  0.130

C31H39N5O3V as an isolated structure in a non-equilibrium geometry, computed with the ωB97M-V functional and the def2-TZVPD basis.

Spin multiplicity ... 2
Energy above the lowest of the compared OMol25 structures with the same formula, charge and spin ... 3.9 kcal per mole
Highest occupied orbital energy (spin up / spin down) ... -7.36 / -7.76 eV
Gap between HOMO and LUMO (spin up / spin down) ... 7.79 / 8.21 eV
Maximum force ... 0.047 hartree/bohr
⟨S²⟩ ... 0.77

Last column: Löwdin spin population.
Atoms and positions in Å:
1 O 21.2659 -5.1788 16.2176  -0.165
2 V 22.5452 -5.6712 16.9611  1.077
3 C 25.0087 -7.6567 14.0237  0.000
4 C 23.5252 -7.3103 14.1317  0.003
5 C 22.6296 -8.4726 13.7119  0.002
6 O 23.2144 -6.8748 15.4030  0.041
7 H 25.5768 -6.7182 14.0473  0.000
8 H 25.2715 -8.1039 13.0598  0.000
9 H 25.3268 -8.3056 14.8386  0.000
10 H 23.2661 -6.5184 13.3998  0.001
11 H 22.9269 -8.8307 12.7129  0.000
12 H 21.6095 -8.1355 13.5005  0.000
13 H 22.5877 -9.3367 14.3773  0.000
14 C 19.9233 -3.8807 19.5400  0.001
15 C 21.4407 -3.6451 19.4520  0.003
16 C 22.0638 -3.5398 20.8416  0.000
17 O 22.0670 -4.5801 18.6790  0.037
18 H 19.7000 -4.8937 19.8788  0.000
19 H 19.4840 -3.7640 18.5452  0.000
20 H 19.4294 -3.1589 20.1964  0.000
21 H 21.5187 -2.6418 18.9742  0.002
22 H 22.3543 -4.5205 21.2235  0.000
23 H 21.4751 -2.9515 21.5470  0.000
24 H 23.0120 -2.9901 20.7586  0.000
25 N 23.6899 -3.8892 16.3196  -0.003
26 C 23.2343 -2.6764 16.5956  0.001
27 C 23.8586 -1.5174 16.1809  0.000
28 C 25.0388 -1.6207 15.4615  0.002
29 C 25.5752 -2.8868 15.2675  0.000
30 C 24.8544 -3.9867 15.6875  0.001
31 H 22.2906 -2.6610 17.1260  0.000
32 H 23.3638 -0.5693 16.3356  0.000
33 H 25.4988 -0.7319 15.0492  0.000
34 H 26.5266 -3.0050 14.7658  0.000
35 H 25.1211 -4.9959 15.3935  0.000
36 N 24.3248 -6.4796 18.1222  0.000
37 C 24.1669 -6.6562 19.4268  0.000
38 C 24.9901 -7.4528 20.1982  0.000
39 C 26.1063 -8.0161 19.5959  0.000
40 C 26.2868 -7.8337 18.2351  0.000
41 C 25.3815 -7.0479 17.5478  0.000
42 H 23.3096 -6.1670 19.8781  0.000
43 H 24.8198 -7.5332 21.2619  0.000
44 H 26.7742 -8.6574 20.1587  0.000
45 H 27.0871 -8.3108 17.6866  0.000
46 H 25.4786 -6.8798 16.4844  0.000
47 N 18.7151 -6.4506 15.3927  -0.001
48 C 18.3284 -7.7243 15.3547  0.000
49 C 18.2826 -8.4746 14.1892  0.000
50 C 18.6612 -7.8810 12.9948  0.000
51 C 19.0963 -6.5632 13.0281  0.000
52 C 19.1186 -5.9051 14.2482  0.000
53 H 18.0606 -8.1791 16.3037  0.000
54 H 17.7781 -9.4337 14.2087  0.000
55 H 18.5364 -8.4143 12.0606  0.000
56 H 19.4327 -6.0821 12.1184  0.000
57 H 19.4185 -4.8653 14.3313  0.000
58 N 21.0806 -2.9919 13.6326  0.000
59 C 21.8757 -3.9761 13.2528  0.000
60 C 23.0207 -3.7911 12.4825  0.000
61 C 23.3555 -2.5027 12.0995  0.000
62 C 22.5173 -1.4640 12.4777  0.000
63 C 21.3849 -1.7662 13.2128  0.000
64 H 21.6896 -4.9981 13.5741  0.000
65 H 23.7124 -4.5942 12.2644  0.000
66 H 24.2429 -2.3147 11.5069  0.000
67 H 22.6674 -0.4595 12.1025  0.000
68 H 20.6777 -0.9815 13.4623  0.000
69 N 21.4165 -7.4131 17.8294  -0.003
70 C 20.2572 -7.3073 18.4630  0.001
71 C 19.5632 -8.4116 18.9419  -0.001
72 C 20.0705 -9.6714 18.7075  0.002
73 C 21.2258 -9.7904 17.9465  0.000
74 C 21.8878 -8.6317 17.5947  0.002
75 H 19.8917 -6.3019 18.6037  0.000
76 H 18.6635 -8.2016 19.5046  0.000
77 H 19.5248 -10.5552 19.0162  0.000
78 H 21.6411 -10.7533 17.6891  0.000
79 H 22.8444 -8.6906 17.0868  0.000

C31H39N7O2PRuS5Sb as an isolated structure in a non-equilibrium geometry, computed with the ωB97M-V functional and the def2-TZVPD basis.

Spin multiplicity ... 6
Energy above the lowest of the compared OMol25 structures with the same formula, charge and spin ... 145.7 kcal per mole
Net charge ... -1
Highest occupied orbital energy (spin up / spin down) ... -1.58 / -4.72 eV
Gap between HOMO and LUMO (spin up / spin down) ... 3.68 / 4.68 eV
Maximum force ... 0.078 hartree/bohr
⟨S²⟩ ... 8.80

Last column: Löwdin spin population.
Atoms and positions in Å:
1 Ru -0.0949 -1.0413 -0.4672  1.731
2 N -6.2740 3.1199 2.5577  0.000
3 C -5.2676 2.4310 2.0127  0.000
4 C -4.7880 2.8056 0.7491  0.000
5 C -3.6151 2.3118 0.2559  0.001
6 C -2.7913 1.6604 1.1701  0.003
7 C -3.2040 1.2222 2.4537  0.001
8 C -4.5173 1.5278 2.8386  0.000
9 S -1.0596 1.2962 0.7323  0.020
10 O -0.2301 2.3890 1.2339  0.012
11 O -1.0387 0.9028 -0.7017  0.053
12 N -0.8010 -0.1965 1.4186  0.074
13 C 0.1186 -0.4436 2.4839  0.009
14 N -0.2409 -0.2109 3.7184  0.003
15 C 0.7565 -0.3884 4.6373  0.000
16 C 2.0231 -0.8452 4.3008  0.002
17 C 2.1887 -1.2317 2.9564  0.004
18 N 1.2320 -1.0714 2.0911  0.032
19 H -6.8901 3.6691 1.9232  0.000
20 H -6.5531 2.8772 3.5320  0.000
21 H -5.3398 3.4699 0.0662  0.000
22 H -3.4003 2.3527 -0.8356  0.000
23 H -2.6438 0.6691 3.1519  0.000
24 H -4.8260 1.2163 3.8465  0.000
25 H 0.3527 -0.1784 5.6039  0.000
26 H 2.8137 -1.0684 5.0921  0.000
27 H 3.0616 -1.7696 2.5270  0.002
28 S 3.2206 -2.7037 -0.5053  0.177
29 Sb 3.8984 -2.4377 -2.9226  0.582
30 S 1.2458 -2.7497 -1.0889  0.138
31 S 1.2827 -2.3383 -3.0757  0.244
32 S 4.3685 -4.6445 -3.3657  0.902
33 C -4.2551 -0.9844 -0.7480  0.000
34 C -3.5259 -1.9776 0.1125  -0.003
35 C -4.5144 -3.0415 0.4118  -0.001
36 P -1.7302 -2.6096 -0.5188  -0.005
37 C -2.3869 -3.4167 -2.1036  0.004
38 C -1.5854 -4.5780 -2.6245  0.006
39 C -2.4138 -2.3811 -3.3012  0.008
40 C -1.5123 -4.2333 0.6534  -0.006
41 C -0.2561 -5.0393 0.3275  0.001
42 C -1.4034 -3.7433 2.0702  -0.001
43 H -4.8168 -0.2723 -0.1228  0.000
44 H -4.8973 -1.5343 -1.4635  0.000
45 H -3.6543 -0.3688 -1.4932  0.000
46 H -3.1670 -1.5294 1.0387  0.000
47 H -5.4392 -2.4835 0.7659  0.000
48 H -4.1422 -3.6984 1.1745  0.000
49 H -4.8917 -3.6446 -0.4426  0.000
50 H -3.3792 -3.6504 -1.9142  0.000
51 H -0.4948 -4.3647 -2.8484  0.004
52 H -1.9849 -4.8464 -3.6297  0.000
53 H -1.6427 -5.4165 -1.8844  0.000
54 H -1.4235 -2.0932 -3.5634  0.005
55 H -2.9424 -1.4421 -3.0326  0.000
56 H -2.9504 -2.8384 -4.1943  0.000
57 H -2.4392 -4.9048 0.4820  -0.001
58 H 0.6678 -4.5471 0.7115  0.000
59 H -0.1183 -5.2986 -0.6909  0.001
60 H -0.3381 -5.9835 0.9693  0.000
61 H -0.6012 -4.3084 2.6153  0.000
62 H -2.4074 -3.7407 2.6788  0.000
63 H -1.0615 -2.7034 2.0527  0.000
64 N 5.4988 3.6006 -0.4208  0.047
65 C 6.1315 4.8118 -0.7965  0.005
66 C 6.9580 5.6981 -0.0629  0.014
67 C 7.0527 6.9982 -0.5669  0.042
68 C 6.5940 7.2621 -1.8592  0.007
69 C 6.0684 6.2811 -2.6850  0.041
70 C 5.7118 5.0445 -2.1485  -0.002
71 N 4.7870 4.1697 -2.4887  0.079
72 C 4.7218 3.2801 -1.4777  0.070
73 C 3.7155 2.2104 -1.4668  0.188
74 C 3.6983 1.3031 -0.4010  0.063
75 C 2.6633 0.3981 -0.2522  0.072
76 N 1.4943 0.4701 -1.0092  0.201
77 C 1.4959 1.3159 -2.0670  0.068
78 C 2.6380 2.0962 -2.3744  0.079
79 H 5.4284 3.1494 0.4788  0.002
80 H 7.5338 5.3401 0.7835  0.000
81 H 7.4961 7.8806 0.0600  0.002
82 H 6.6971 8.2142 -2.2753  -0.001
83 H 5.9288 6.5425 -3.7515  0.002
84 H 4.4730 1.3142 0.4031  0.005
85 H 2.7392 -0.4132 0.4923  0.003
86 H 0.6040 1.3511 -2.6518  0.005
87 H 2.5905 2.7533 -3.3409  0.005

> Among the records above, which one has the highest energy above the lowest of the compared OMol25 structures with the same formula, charge and spin?

C31H39N7O2PRuS5Sb

> Which of these has the lowest energy above the lowest of the compared OMol25 structures with the same formula, charge and spin?

C31H39N4O6PS5Y